Here is a 2-piece molecular cluster, C6H11NS overall in a non-equilibrium geometry from OMol25. Energies are from ωB97M-V with the def2-TZVPD basis set.

Properties
calculated total energy = -687.990388 Eh
HOMO energy (spin up / spin down) = -7.623 / -7.488 eV
gap between HOMO and LUMO (spin up / spin down) = 0.26558 / 0.25665 Eh
ΔE to the lowest compared entry with this formula, charge and spin = 417.0 kJ/mol

```
19
Properties=species:S:1:pos:R:3:forces:R:3:nbo_charge:R:1
C 1.029 0.445 0.539 -0.24 0.52 -1.12 0.24
C -1.657 -0.585 0.134 1.27 2.60 -1.79 -0.06
C 2.060 -0.628 0.509 -1.76 -1.57 4.45 -0.66
C -1.432 -1.986 -0.010 1.15 -1.46 -0.67 -0.77
C -0.268 1.921 -0.907 -3.71 -3.30 -0.95 -0.66
C 0.333 0.564 -0.750 -3.00 1.52 1.96 -0.21
N 0.872 1.253 1.546 0.69 -1.79 -0.43 -0.67
S -2.817 0.460 0.282 0.32 -0.66 0.44 0.19
H 2.875 -0.414 -0.042 2.84 1.21 -1.79 0.22
H 1.769 -1.623 0.162 -0.69 0.28 -0.14 0.21
H 2.330 -0.772 1.591 0.33 0.02 -0.99 0.23
H -0.375 -2.361 0.113 -0.86 0.77 -1.08 0.24
H -2.027 -2.376 -0.870 0.95 0.30 0.17 0.27
H -1.855 -2.504 0.779 -1.48 -0.98 2.01 0.24
H -1.092 1.976 -0.119 0.72 0.61 -0.98 0.21
H 0.443 2.617 -0.800 2.46 2.98 0.68 0.22
H -0.725 1.995 -1.921 0.10 0.21 0.75 0.21
H 0.434 0.109 -1.706 0.82 -1.29 -0.02 0.22
H 0.104 1.911 1.471 0.10 0.03 -0.50 0.34
```
Positions in Å, forces in eV/Å.

=====

Here is the molecule C6H11NS in a non-equilibrium geometry from OMol25. Energies are from ωB97M-V with the def2-TZVPD basis set.

Properties
calculated total energy = -687.947330 Eh
HOMO energy = -8.846 eV
SMILES = C[C@@H]1[C@H]2S[C@@H]2C[C@@H]1N
gap between HOMO and LUMO = 0.35721 Eh
ΔE to the lowest compared entry with this formula, charge and spin = 530.1 kJ/mol

```
19
Properties=species:S:1:pos:R:3:forces:R:3:nbo_charge:R:1
C -0.624 1.845 -0.114 -4.95 3.72 -2.33 -0.62
C 0.181 0.870 0.511 1.38 -0.44 3.36 -0.27
C 1.357 0.492 -0.291 0.45 0.82 -0.57 -0.33
S 3.082 0.164 -0.142 0.72 -0.06 -0.61 0.20
C 1.628 -0.825 0.299 5.66 3.04 -1.30 -0.32
C 0.604 -1.592 -0.154 -4.54 -5.68 -2.26 -0.45
C -0.503 -0.671 0.443 -4.40 0.76 1.58 -0.01
N -1.949 -0.554 -0.330 2.73 -2.14 -1.66 -0.90
H -0.590 1.712 -1.269 -0.51 0.28 1.84 0.20
H -0.413 2.954 0.067 0.37 -1.55 -0.05 0.22
H -1.769 1.753 0.242 2.53 0.12 -1.07 0.24
H 0.524 1.335 1.556 -0.93 -1.80 -1.61 0.23
H 0.969 0.482 -1.295 0.60 -0.37 -0.74 0.20
H 1.622 -0.523 1.271 -0.41 -0.81 3.18 0.22
H 0.459 -1.799 -1.299 0.57 0.79 1.97 0.22
H 0.582 -2.633 0.311 -0.37 1.14 -0.48 0.22
H -0.750 -1.013 1.532 0.41 0.61 -1.96 0.21
H -1.624 -0.869 -1.408 -1.93 0.78 3.84 0.36
H -2.785 -1.128 0.071 2.61 0.81 -1.13 0.39
```
Positions in Å, forces in eV/Å.

=====

Here is C6H11NSi as an isolated structure in a non-equilibrium geometry from OMol25. Energies are from ωB97M-V with the def2-TZVPD basis set.

Properties
calculated total energy = -579.399580 Eh
HOMO energy = -8.475 eV
gap between HOMO and LUMO = 0.32285 Eh
ΔE to the lowest compared entry with this formula, charge and spin = 129.7 kJ/mol

```
19
Properties=species:S:1:pos:R:3:forces:R:3:nbo_charge:R:1
C -2.593 -0.057 0.307 -1.87 1.38 -0.13 -0.33
C -2.062 1.072 -0.182 -0.47 1.42 -0.18 -0.09
C -1.950 -1.364 0.448 0.37 0.51 0.94 0.12
C -0.639 1.211 -0.707 0.25 0.10 0.37 -0.91
C 1.191 0.203 1.807 -0.77 -0.73 -3.75 -0.96
C 1.740 -1.262 -1.362 -0.04 -2.17 0.83 -1.13
N -0.729 -1.682 0.266 -0.59 0.25 -0.66 -0.82
Si 0.378 -0.436 -0.290 1.25 0.96 2.82 1.64
H -3.685 -0.006 0.627 1.52 -0.23 -0.51 0.22
H -2.728 2.025 -0.365 1.22 -2.01 0.68 0.21
H -2.665 -2.017 0.937 0.15 -0.99 -0.11 0.16
H -0.871 1.423 -1.744 0.60 -0.05 -0.66 0.25
H -0.133 2.174 -0.328 -0.68 -1.55 -0.34 0.25
H 0.496 1.066 1.850 0.71 -0.48 0.62 0.21
H 0.890 -0.698 2.365 0.42 0.74 0.06 0.22
H 2.284 0.443 1.697 -1.28 -0.25 0.49 0.22
H 1.446 -1.550 -2.419 0.27 0.30 1.31 0.25
H 2.607 -0.601 -1.396 0.03 -0.12 -0.09 0.24
H 2.088 -2.301 -0.751 -1.08 2.91 -1.68 0.26
```
Positions in Å, forces in eV/Å.

=====

Here is an isolated ion of composition C6H11O and charge -1 in a non-equilibrium geometry from OMol25. Energies are from ωB97M-V with the def2-TZVPD basis set.

Properties
calculated total energy = -310.400303 Eh
net charge = -1
HOMO energy = -2.135 eV
SMILES = C/C=C/CCC[O-]
gap between HOMO and LUMO = 0.21030 Eh
ΔE to the lowest compared entry with this formula, charge and spin = 43.3 kJ/mol

```
18
Properties=species:S:1:pos:R:3:forces:R:3:nbo_charge:R:1
C 2.019 -0.268 2.283 0.56 -0.22 -0.71 -0.64
C 1.258 -0.777 1.078 -0.53 0.35 0.85 -0.24
C 0.105 -0.247 0.674 0.56 -0.03 -1.69 -0.15
C -0.759 -0.849 -0.416 1.33 0.67 0.35 -0.44
C -0.766 0.050 -1.651 -1.32 -0.35 -0.52 -0.43
C -1.597 1.365 -1.525 0.86 0.25 -0.02 0.01
O -1.815 1.979 -2.685 -0.12 0.04 -0.21 -0.95
H 2.062 0.821 2.319 -0.04 0.04 0.02 0.21
H 3.039 -0.662 2.221 0.07 0.24 0.25 0.19
H 1.588 -0.629 3.217 -0.06 -0.02 0.01 0.20
H 1.649 -1.668 0.592 -0.30 -0.29 0.25 0.18
H -0.118 0.811 0.808 -0.26 -0.19 1.01 0.20
H -1.744 -0.930 0.034 -0.43 -0.27 -0.33 0.20
H -0.344 -1.821 -0.689 -0.27 -0.27 0.22 0.18
H -1.293 -0.489 -2.451 0.12 -0.04 -0.04 0.19
H 0.239 0.239 -2.037 0.10 0.14 0.22 0.18
H -2.531 1.073 -0.968 0.00 -0.06 0.17 0.05
H -0.993 2.000 -0.802 -0.29 0.02 0.17 0.05
```
Positions in Å, forces in eV/Å.

=====

Here is C6H11O as an isolated structure in a non-equilibrium geometry from OMol25. Energies are from ωB97M-V with the def2-TZVPD basis set.

Properties
calculated total energy = -310.154388 Eh
net charge = -2
HOMO energy (spin up / spin down) = 1.925 / 0.830 eV
gap between HOMO and LUMO (spin up / spin down) = 0.18136 / 0.21865 Eh
2S+1 = 2
ΔE to the lowest compared entry with this formula, charge and spin = 251.5 kJ/mol

```
18
Properties=species:S:1:pos:R:3:forces:R:3:lowdin_spin:R:1
C -2.558 -0.521 -0.412 -0.59 0.14 0.00 0.00
O -3.787 -0.831 0.086 0.14 0.03 0.37 0.00
C -1.653 0.361 0.489 -0.83 0.23 0.38 0.00
C 1.628 -0.524 -1.448 1.39 1.54 -3.32 0.63
C 1.803 0.362 -0.376 -0.14 -1.68 -0.38 0.11
C 2.411 1.513 0.028 0.13 -0.60 -0.86 0.02
C 1.355 -0.745 0.516 0.94 -1.14 4.07 0.09
H -2.007 -1.430 -0.728 0.41 -0.07 -0.05 0.00
H -2.659 0.110 -1.324 0.20 -0.02 -0.47 0.00
H -2.315 1.209 0.732 0.27 0.08 -0.03 0.00
H -1.451 -0.115 1.467 0.23 0.01 -0.45 0.00
H 0.627 -0.685 -1.824 -0.31 0.02 0.18 0.07
H -0.743 0.741 -0.011 -0.32 -0.29 0.30 0.00
H 2.495 1.773 1.074 0.10 0.01 0.06 0.00
H 2.979 2.031 -0.745 -0.21 0.41 0.31 0.01
H 1.375 -0.407 1.578 -0.77 0.19 0.29 0.05
H 0.431 -1.239 0.274 -0.58 0.34 0.07 0.00
H 2.068 -1.604 0.625 -0.04 0.81 -0.49 0.01
```
Positions in Å, forces in eV/Å.

=====

Here is the molecule C6H11O2 in a non-equilibrium geometry from OMol25. Energies are from ωB97M-V with the def2-TZVPD basis set.

Properties
calculated total energy = -385.308194 Eh
HOMO energy (spin up / spin down) = -4.509 / -8.547 eV
gap between HOMO and LUMO (spin up / spin down) = 0.20172 / 0.19244 Eh
2S+1 = 4
ΔE to the lowest compared entry with this formula, charge and spin = 493.5 kJ/mol

```
19
Properties=species:S:1:pos:R:3:forces:R:3:lowdin_spin:R:1
O -0.654 -1.033 -1.223 -2.66 -2.75 -2.75 0.60
O -1.140 -0.764 -2.369 -0.16 -0.78 0.91 1.11
C 0.374 -1.252 2.604 0.08 0.05 0.06 0.00
C -0.103 -1.001 1.187 0.43 -0.03 0.38 0.02
C 0.767 -0.053 0.372 0.31 -0.12 0.55 0.04
C 0.202 0.197 -1.007 1.13 6.09 2.00 0.23
C -0.520 1.497 -1.195 1.73 -3.21 3.98 0.34
C -0.662 2.024 -2.422 -0.89 2.29 -3.92 0.52
H -0.320 -1.967 3.036 0.04 -0.07 0.39 0.00
H 1.376 -1.694 2.627 -0.11 0.09 -0.02 0.00
H 0.379 -0.345 3.211 0.00 -0.04 0.00 0.00
H -0.109 -1.980 0.706 -0.23 0.00 -0.15 0.00
H -1.123 -0.612 1.214 -0.07 -0.08 -0.08 0.01
H 0.940 0.897 0.927 -0.30 -0.54 -0.56 0.01
H 1.747 -0.504 0.189 0.09 -0.04 0.44 0.00
H 0.948 0.042 -1.756 0.39 -0.12 -0.89 0.03
H -0.745 2.019 -0.254 0.02 -0.20 -0.52 0.02
H -1.235 2.965 -2.589 0.60 -0.98 -0.01 0.04
H -0.123 1.562 -3.262 -0.41 0.43 0.20 0.04
```
Positions in Å, forces in eV/Å.

=====

Here is a 2-piece molecular cluster, C6H11P overall in a non-equilibrium geometry from OMol25. Energies are from ωB97M-V with the def2-TZVPD basis set.

Properties
calculated total energy = -576.406830 Eh
HOMO energy (spin up / spin down) = -7.941 / -7.642 eV
gap between HOMO and LUMO (spin up / spin down) = 0.28963 / 0.29440 Eh
ΔE to the lowest compared entry with this formula, charge and spin = 290.9 kJ/mol

```
18
Properties=species:S:1:pos:R:3:forces:R:3:nbo_charge:R:1
C -2.744 -1.039 -1.021 -0.34 -0.20 -0.46 -0.54
C -2.187 -0.501 0.020 1.74 -0.23 0.27 0.12
C 1.671 -0.275 0.034 -0.50 -0.30 0.14 -0.41
C -2.475 0.516 1.027 -0.13 0.13 0.17 -0.73
C 3.139 -0.584 0.123 0.01 -0.17 0.08 -0.65
C 1.337 1.113 -0.412 -0.15 0.04 -0.09 -0.66
P 0.573 -1.460 0.459 -0.87 0.39 -0.25 0.45
H -2.262 -1.801 -1.611 0.15 -0.13 -0.06 0.22
H -3.741 -0.754 -1.364 -0.02 0.09 0.16 0.20
H -1.650 1.223 1.112 -0.06 0.02 0.02 0.23
H -3.386 1.069 0.768 -0.04 0.01 0.03 0.22
H -2.616 0.048 2.002 0.01 0.07 0.04 0.23
H 3.605 -0.499 -0.861 0.01 0.04 -0.02 0.22
H 3.306 -1.594 0.497 0.10 0.02 -0.01 0.22
H 3.637 0.121 0.791 0.04 0.05 0.01 0.22
H 0.274 1.218 -0.623 0.02 0.06 0.00 0.23
H 1.615 1.825 0.368 0.04 0.06 -0.02 0.22
H 1.905 1.371 -1.309 -0.01 0.04 -0.01 0.22
```
Positions in Å, forces in eV/Å.

=====

Here is the molecule C6H11P in a non-equilibrium geometry from OMol25. Energies are from ωB97M-V with the def2-TZVPD basis set.

Properties
calculated total energy = -576.384055 Eh
HOMO energy (spin up / spin down) = -7.904 / -7.766 eV
gap between HOMO and LUMO (spin up / spin down) = 0.27935 / 0.29663 Eh
ΔE to the lowest compared entry with this formula, charge and spin = 350.7 kJ/mol

```
18
Properties=species:S:1:pos:R:3:forces:R:3:nbo_charge:R:1
C 1.685 -0.811 -0.259 -0.77 -0.21 0.21 0.16
C 2.512 -1.778 -0.056 0.13 -1.01 -0.54 -0.53
C 1.472 0.563 -0.597 -2.49 1.52 -1.92 -0.54
C 0.261 1.226 0.109 0.84 2.15 1.91 -0.39
C -1.027 1.018 -0.571 -2.85 -0.75 -0.30 -0.72
C -2.347 -0.741 0.894 2.61 -2.29 0.86 -0.95
P -1.582 -0.786 -0.803 0.55 0.87 1.12 0.56
H 2.258 -2.782 0.217 -0.92 -0.37 0.56 0.22
H 3.520 -1.869 -0.396 1.13 0.95 -0.20 0.20
H 2.315 1.220 -0.457 0.68 0.02 -0.11 0.23
H 1.002 0.709 -1.669 1.86 -0.70 1.35 0.23
H 0.124 0.968 1.202 0.50 -0.06 -1.09 0.21
H 0.390 2.374 0.132 0.28 -1.60 -0.04 0.21
H -1.811 1.490 0.083 0.46 -0.43 -0.62 0.23
H -1.205 1.473 -1.543 0.81 0.38 -0.21 0.22
H -2.512 -1.751 1.327 0.38 0.42 -0.22 0.23
H -3.294 -0.390 0.768 -2.74 1.50 -0.25 0.22
H -1.762 -0.133 1.617 -0.46 -0.39 -0.50 0.22
```
Positions in Å, forces in eV/Å.

=====

Here is the molecule C6H11P in a non-equilibrium geometry from OMol25. Energies are from ωB97M-V with the def2-TZVPD basis set.

Properties
calculated total energy = -576.365228 Eh
HOMO energy = -8.318 eV
SMILES = C=C(C)CCC#[PH2]
gap between HOMO and LUMO = 0.28994 Eh
ΔE to the lowest compared entry with this formula, charge and spin = 400.1 kJ/mol

```
18
Properties=species:S:1:pos:R:3:forces:R:3:nbo_charge:R:1
C -2.062 1.238 0.585 -1.73 -3.16 -3.09 -0.39
C -1.263 0.236 0.135 0.16 0.39 1.16 0.02
C -1.872 -1.013 -0.487 -1.32 -0.31 0.13 -0.67
C 0.238 0.346 0.319 1.22 0.69 0.37 -0.43
C 1.120 0.504 -1.018 -2.10 1.30 0.48 -0.56
C 2.579 0.474 -0.857 -0.10 -1.00 0.33 -0.27
P 3.410 -0.234 0.452 1.41 1.31 -1.66 0.38
H -3.143 1.297 0.256 1.20 -0.48 0.71 0.19
H -1.749 2.074 1.058 1.40 2.44 1.47 0.19
H -1.217 -1.612 -1.184 -0.78 1.12 0.32 0.22
H -2.799 -0.524 -0.915 0.89 -1.43 -0.41 0.23
H -2.281 -1.827 0.226 0.87 1.57 -0.56 0.23
H 0.706 -0.539 0.785 -0.58 0.08 0.13 0.20
H 0.464 1.232 0.989 -0.21 -0.97 -0.72 0.21
H 0.716 -0.353 -1.639 0.97 1.03 0.05 0.27
H 0.871 1.529 -1.474 -0.07 -1.69 0.14 0.22
H 3.248 -1.438 1.021 -1.35 -1.66 1.05 -0.05
H 4.596 -0.700 -0.158 0.13 0.76 0.09 0.00
```
Positions in Å, forces in eV/Å.

=====

Here is the molecule C6H11P in a non-equilibrium geometry from OMol25. Energies are from ωB97M-V with the def2-TZVPD basis set.

Properties
calculated total energy = -576.372482 Eh
HOMO energy (spin up / spin down) = -7.819 / -7.644 eV
SMILES = C=C=P(C)=C(C)C
gap between HOMO and LUMO (spin up / spin down) = 0.29941 / 0.27797 Eh
ΔE to the lowest compared entry with this formula, charge and spin = 381.0 kJ/mol

```
18
Properties=species:S:1:pos:R:3:forces:R:3:nbo_charge:R:1
C -0.520 2.272 -0.360 0.94 4.53 -2.25 -0.51
C -1.214 1.289 0.019 -0.71 0.04 -0.34 -0.30
P -1.291 -0.149 0.870 0.39 -2.10 1.16 0.81
C -2.144 -1.230 -0.351 1.21 2.71 -2.81 -0.90
C 0.497 -0.505 0.641 -0.79 0.89 -0.55 -0.14
C 1.112 -1.138 -0.595 0.22 -0.63 2.43 -0.68
C 1.511 0.423 1.243 1.54 -2.67 -0.94 -0.67
H 0.583 2.342 -0.297 -0.37 -0.07 0.05 0.19
H -0.949 3.252 -0.882 0.64 -2.15 1.14 0.23
H -1.751 -2.154 -0.169 1.01 -2.77 0.13 0.22
H -2.143 -0.966 -1.512 0.24 -0.43 2.65 0.23
H -3.102 -1.232 0.018 -2.61 -0.11 0.43 0.23
H 0.428 -1.534 -1.270 -1.32 -0.48 -1.30 0.22
H 1.771 -0.436 -1.044 0.68 0.49 -0.73 0.21
H 1.702 -2.014 -0.226 -0.11 0.63 -0.29 0.23
H 2.445 -0.248 1.053 -0.89 1.74 0.78 0.22
H 1.586 1.288 0.598 0.41 0.40 -0.19 0.20
H 1.479 0.740 2.264 -0.47 -0.01 0.64 0.23
```
Positions in Å, forces in eV/Å.